No. 1
# C41H39FN2O3PdTe

A molecular structure, C41H39FN2O3PdTe (ωB97M-V/def2-TZVPD, OMol25).

Output
- energy (eV) = -65763.099
- Kohn-Sham gap (eV) = 7.1
- HOMO level (hartree) = -0.2580

Each line ends with the Mulliken charge.
Atoms and positions in Å:
Pd: 0.1869 1.7927 -0.2924  -0.306
C: 1.5141 -5.5705 0.7645  -1.633
C: 1.5194 -4.0771 0.5486  0.113
C: 2.7017 -3.3424 0.5206  -0.761
C: 2.7242 -1.9791 0.2948  0.780
C: 4.0572 -1.3086 0.3533  -0.236
O: 4.9561 -1.7732 1.0299  -0.647
C: 4.3339 -0.0735 -0.4553  0.322
C: 3.9958 -0.0235 -1.8011  0.036
C: 4.3453 1.0726 -2.5719  -0.649
C: 5.0273 2.1366 -1.9918  -0.486
C: 5.3741 2.0848 -0.6490  -0.648
C: 5.0413 0.9737 0.1147  -0.601
C: 1.5144 -1.2296 0.0957  -0.040
O: 1.5846 0.0206 -0.1260  -0.900
C: 0.2856 -1.9835 0.1595  0.894
C: 0.3453 -3.3690 0.3787  -0.892
C: -1.0442 -1.3879 -0.0265  0.200
N: -1.2558 -0.1211 -0.0771  2.264
C: -2.5811 0.4212 -0.3534  -0.770
C: -2.7394 0.7808 -1.8233  -1.453
Te: -0.9634 1.7114 -2.6183  0.315
C: -0.3412 -0.1164 -3.4445  -0.016
C: -1.1195 -0.6783 -4.4542  -0.439
C: -0.7790 -1.9196 -4.9715  -0.719
C: 0.3312 -2.5963 -4.4787  -0.859
C: 1.1049 -2.0264 -3.4790  -0.335
C: 0.7782 -0.7754 -2.9641  0.474
C: -2.1963 -2.3390 -0.2132  -1.187
C: -3.0389 -2.6728 0.8396  0.035
C: -4.1201 -3.5176 0.6287  -0.764
C: -4.3708 -4.0239 -0.6398  -0.680
C: -3.5282 -3.6934 -1.6932  -0.728
C: -2.4404 -2.8574 -1.4802  0.331
H: 2.5278 -5.9440 0.9105  0.368
H: 1.0861 -6.1000 -0.0901  0.322
H: 0.9291 -5.8499 1.6440  0.354
H: 3.6539 -3.8388 0.6777  0.409
H: 3.4712 -0.8599 -2.2480  0.623
H: 4.0836 1.1011 -3.6228  0.434
H: 5.2953 2.9992 -2.5891  0.404
H: 5.9120 2.9086 -0.1968  0.412
H: 5.3221 0.9128 1.1586  0.466
H: -0.5849 -3.9229 0.4328  0.569
H: -2.6806 1.3426 0.2218  0.023
H: -3.3961 -0.2433 -0.0529  0.565
H: -3.5767 1.4610 -1.9778  0.655
H: -2.8871 -0.1026 -2.4432  0.369
H: -1.9919 -0.1587 -4.8353  0.429
H: -1.3829 -2.3595 -5.7554  0.397
H: 0.5901 -3.5698 -4.8758  0.407
H: 1.9578 -2.5606 -3.0767  0.420
H: 1.3683 -0.3334 -2.1727  0.021
H: -2.8402 -2.2761 1.8290  0.504
H: -4.7655 -3.7836 1.4564  0.446
H: -5.2199 -4.6745 -0.8058  0.370
H: -3.7144 -4.0911 -2.6831  0.467
H: -1.7639 -2.6156 -2.2944  0.198
O: 0.7001 1.7440 1.7746  -0.084
C: -0.1584 1.9467 2.6480  0.443
C: 0.1163 1.5517 4.0773  -1.227
C: -0.8171 0.4210 4.5968  -0.933
C: -1.9605 0.0546 3.6466  0.193
C: -3.0422 1.1321 3.5580  -0.658
C: -2.4438 2.5262 3.3345  -1.011
N: -1.3398 2.5197 2.3875  0.328
H: 0.0228 2.4457 4.6976  0.393
H: 1.1558 1.2377 4.1094  0.362
H: -1.2290 0.7092 5.5670  0.289
H: -0.2132 -0.4702 4.7648  0.441
H: -2.4125 -0.8833 3.9751  0.588
H: -1.5487 -0.1319 2.6503  -0.451
H: -3.6184 1.1595 4.4871  0.443
H: -3.7388 0.8842 2.7525  0.318
H: -2.0826 2.9258 4.2831  0.346
H: -3.1925 3.2249 2.9660  0.477
H: -1.4943 2.7561 1.4167  0.004
F: 0.7339 7.8290 0.0266  -0.349
C: 0.5610 6.4903 -0.0547  0.505
C: -0.4265 5.9935 -0.8716  -0.902
C: -0.5814 4.6116 -0.9672  -0.098
C: 0.2287 3.7296 -0.2448  0.329
C: 1.2118 4.2878 0.5837  -0.171
C: 1.3821 5.6627 0.6810  -0.858
H: -1.0590 6.6739 -1.4275  0.418
H: -1.3637 4.2512 -1.6214  0.232
H: 1.8664 3.6445 1.1525  0.566
H: 2.1470 6.0923 1.3151  0.424

=====

No. 2
# C41H39GaN4O4P

A molecular structure, C41H39GaN4O4P (ωB97M-V/def2-TZVPD, OMol25).

Output
- energy (eV) = -118938.557
- Kohn-Sham gap (eV) = 7.3
- net charge = +3
- HOMO level (hartree) = -0.5778

Each line ends with the Mulliken charge.
Atoms and positions in Å:
Ga: -0.4908 1.1149 -1.1147  2.322
C: -1.6950 5.0526 -2.5894  -1.569
C: -0.9958 3.7371 -2.6617  0.907
O: -0.9954 2.9791 -1.6483  -0.404
N: -0.4270 3.3808 -3.8030  0.037
C: 0.2096 2.0809 -4.0155  -0.872
C: -0.8228 0.9854 -4.0950  0.994
C: -1.1949 0.4148 -5.2947  -1.062
C: -2.2180 -0.5238 -5.3143  -0.539
C: -2.8473 -0.8560 -4.1277  -1.267
C: -2.4059 -0.2676 -2.9600  0.043
N: -1.4095 0.6341 -2.9327  0.460
H: -1.7079 5.4070 -1.5626  0.348
H: -2.7267 4.9170 -2.9241  0.349
H: -1.2250 5.7969 -3.2302  0.483
H: -0.4887 4.0212 -4.5816  0.310
H: 0.9102 1.8868 -3.2008  -0.409
H: 0.7972 2.1369 -4.9268  0.776
H: -0.6944 0.7078 -6.2085  0.556
H: -2.5228 -0.9811 -6.2470  0.482
H: -3.6637 -1.5642 -4.0994  0.529
H: -2.8726 -0.5021 -2.0129  0.497
O: -3.1949 1.1726 0.0453  -0.547
N: -1.8641 1.5580 0.3367  0.891
C: -1.7765 2.2322 1.4230  -0.695
C: -0.5655 2.7927 2.0227  0.826
C: -0.8170 3.8158 2.9357  -1.113
C: 0.2235 4.5454 3.4928  -0.925
C: 1.5265 4.2478 3.1360  -0.879
C: 1.7941 3.1968 2.2577  -0.689
C: 0.7690 2.4450 1.7083  0.665
P: 1.1279 1.0260 0.6232  -0.240
C: 1.1171 -0.5386 1.7012  3.852
C: -0.8637 -0.9887 3.5662  -0.785
C: -1.4096 -2.1445 3.9440  -1.344
C: -1.0816 -3.3025 2.9791  -0.690
C: 1.0734 -2.8729 1.1209  -1.702
C: 1.6609 -1.7044 0.8496  -0.999
C: 2.8042 1.2362 -0.0129  0.778
C: 3.9558 0.6935 0.5625  -0.365
C: 5.2001 0.9593 0.0083  -0.818
C: 5.3135 1.7716 -1.1105  -0.762
C: 4.1773 2.3285 -1.6822  -0.919
C: 2.9338 2.0560 -1.1371  -0.596
H: -3.4855 1.7648 -0.6670  0.394
H: -2.7211 2.4560 1.9147  0.629
H: -1.8410 4.0619 3.1934  0.528
H: 0.0125 5.3426 4.1925  0.471
H: 2.3466 4.8207 3.5488  0.488
H: 2.8230 2.9684 2.0067  0.538
H: -0.9320 -0.0379 4.0826  0.655
H: -2.0026 -2.2983 4.8365  0.554
H: -0.8626 -4.2190 3.5240  1.141
H: 1.3514 -3.8225 0.6808  0.508
H: 2.4625 -1.5733 0.1368  0.700
H: 3.9001 0.0539 1.4304  0.459
H: 6.0860 0.5317 0.4588  0.514
H: 6.2879 1.9741 -1.5352  0.447
H: 4.2649 2.9724 -2.5478  0.495
H: 2.0540 2.5258 -1.5642  0.519
C: -2.6345 -4.9267 2.1866  -1.060
O: -2.1765 -3.5673 2.1125  -0.233
C: 0.2176 -2.6962 2.3622  2.456
C: 1.2319 -3.0655 3.4475  -1.458
C: 2.1259 -2.3351 4.1029  -1.157
C: 2.3928 -0.9259 3.9042  -0.896
C: 1.9988 -0.1534 2.8883  -1.386
C: -0.1880 -1.2085 2.2231  -1.299
N: -1.4044 -1.1066 1.2686  1.119
C: -1.9246 -1.9128 0.3889  -1.285
C: -1.2957 -2.6065 -0.7128  1.187
C: -1.7801 -3.8498 -1.1428  -1.193
C: -1.2629 -4.4468 -2.2715  -1.094
C: -0.2810 -3.7786 -3.0091  -0.961
C: 0.1536 -2.5177 -2.6371  -0.369
C: -0.3567 -1.9125 -1.4931  0.520
O: 0.0403 -0.6956 -1.1205  -1.191
H: -3.4986 -5.0076 1.5333  0.344
H: -2.9425 -5.1704 3.2036  0.358
H: -1.8531 -5.6157 1.8607  0.422
H: 1.2128 -4.1310 3.6584  0.441
H: 2.7404 -2.8398 4.8382  0.479
H: 3.0350 -0.4570 4.6423  0.529
H: 2.3505 0.8678 2.9240  0.362
H: -2.1397 -0.6452 1.7908  0.629
H: -3.0117 -1.8850 0.3839  0.768
H: -2.5409 -4.3586 -0.5637  0.500
H: -1.6130 -5.4227 -2.5788  0.506
H: 0.1410 -4.2491 -3.8887  0.474
H: 0.9021 -1.9859 -3.2129  0.534

=====

No. 3
# C41H39N7O3PPtS

A molecular structure, C41H39N7O3PPtS (ωB97M-V/def2-TZVPD, OMol25).

Output
- energy (eV) = -83092.316
- Kohn-Sham gap (eV) = 7.2
- net charge = +1
- HOMO level (hartree) = -0.3729

Each line ends with the Mulliken charge.
Atoms and positions in Å:
Pt: -0.0293 -0.2006 -0.0330  1.196
N: 1.6686 3.3568 -3.1095  0.111
C: 1.7353 2.0172 -3.0977  -0.283
N: 0.9088 1.5410 -2.1941  -0.135
C: 0.3515 2.6651 -1.6702  -0.447
N: 0.7818 3.7899 -2.2067  -0.611
C: -0.6965 2.6957 -0.6403  1.051
C: -1.4199 3.8780 -0.4426  -0.525
N: -2.3582 3.9971 0.4746  -0.582
C: -2.6206 2.9131 1.2041  -0.489
C: -1.9459 1.7274 1.0179  -0.059
N: -0.9686 1.6215 0.1049  0.715
H: 2.1586 4.0150 -3.6934  0.188
H: 2.3683 1.4439 -3.7562  0.609
H: -1.1976 4.7369 -1.0616  0.538
H: -3.3944 2.9901 1.9567  0.421
H: -2.1743 0.8469 1.5975  0.137
O: -4.3692 -6.0328 2.5140  -0.471
C: -3.6711 -6.0701 1.3565  0.603
O: -3.3813 -7.1210 0.8621  -0.541
C: -3.2809 -4.7549 0.7597  0.804
C: -3.0053 -4.7185 -0.6053  -0.786
C: -2.5945 -3.5463 -1.2103  -0.774
C: -2.4290 -2.3737 -0.4656  0.354
S: -1.8694 -0.9253 -1.3039  -0.457
C: -2.7172 -2.4152 0.8983  -0.399
C: -3.1370 -3.5892 1.5043  -0.978
H: -4.6684 -5.1357 2.7011  0.319
H: -3.1063 -5.6317 -1.1766  0.458
H: -2.3683 -3.5314 -2.2685  0.478
H: -2.5969 -1.5220 1.4989  0.487
H: -3.3148 -3.5829 2.5744  0.328
C: 5.5331 -3.3273 -4.7383  -1.054
C: 4.5662 -4.4555 -4.4070  -0.887
N: 3.9558 -4.3432 -3.0772  0.230
C: 4.5209 -5.1550 -2.0009  -0.389
C: 6.0249 -4.9864 -1.8394  -1.237
C: 2.9096 -3.4945 -2.9694  0.112
O: 2.5759 -2.7453 -3.8781  -0.676
C: 2.0735 -3.4785 -1.7124  -0.686
C: 1.6880 -4.5787 -0.9596  0.577
C: 0.8658 -4.3869 0.1405  -1.623
C: 0.4486 -3.1116 0.4558  0.072
N: 0.7710 -2.0555 -0.3051  0.795
C: 1.5446 -2.2437 -1.3760  -0.770
H: 5.9684 -3.4912 -5.7245  0.421
H: 6.3467 -3.2710 -4.0152  0.254
H: 5.0033 -2.3764 -4.7527  0.272
H: 5.0687 -5.4226 -4.4466  0.494
H: 3.7592 -4.4703 -5.1385  0.450
H: 4.2881 -6.2090 -2.1857  0.214
H: 4.0472 -4.8708 -1.0659  0.448
H: 6.5739 -5.3065 -2.7238  0.412
H: 6.3651 -5.5958 -1.0019  0.422
H: 6.2753 -3.9468 -1.6312  0.112
H: 2.0082 -5.5764 -1.2282  0.743
H: 0.5403 -5.2162 0.7518  0.534
H: -0.1855 -2.9229 1.3093  0.555
H: 1.7236 -1.3933 -2.0144  0.873
C: 2.3875 5.0650 1.1050  -0.619
C: 1.3566 4.4974 1.8424  -0.789
C: 1.2188 3.1206 1.8927  -0.659
C: 2.1078 2.2929 1.2037  0.306
C: 3.1508 2.8691 0.4827  -0.561
C: 3.2861 4.2502 0.4348  -0.762
P: 1.7936 0.4976 1.2345  1.372
C: 3.3587 -0.2729 0.7303  0.568
C: 4.1989 -0.9419 1.6143  -1.151
C: 5.3878 -1.4967 1.1566  -0.949
C: 5.7397 -1.3933 -0.1805  -0.746
C: 4.8928 -0.7514 -1.0754  -0.737
C: 3.7086 -0.1962 -0.6200  0.286
C: 1.5867 0.1375 2.9962  0.147
C: 2.4346 0.7139 3.9442  -0.296
C: 2.2721 0.4237 5.2884  -0.747
C: 1.2621 -0.4398 5.6971  -0.643
C: 0.4110 -1.0084 4.7620  -0.857
C: 0.5712 -0.7172 3.4141  -0.024
H: 2.4959 6.1406 1.0659  0.425
H: 0.6609 5.1283 2.3803  0.465
H: 0.4206 2.6851 2.4839  0.518
H: 3.8692 2.2478 -0.0333  0.491
H: 4.1046 4.6886 -0.1212  0.479
H: 3.9327 -1.0347 2.6585  0.448
H: 6.0429 -2.0050 1.8518  0.465
H: 6.6753 -1.8123 -0.5274  0.543
H: 5.1537 -0.6877 -2.1242  0.442
H: 3.0398 0.3038 -1.3119  -0.227
H: 3.2165 1.3949 3.6293  0.512
H: 2.9301 0.8739 6.0196  0.434
H: 1.1359 -0.6617 6.7484  0.410
H: -0.3806 -1.6733 5.0812  0.475
H: -0.1031 -1.1428 2.6776  0.059

=====

No. 4
# C41H39NdOPS2Sb2Se2

A molecular structure, C41H39NdOPS2Sb2Se2 in a non-equilibrium geometry (ωB97M-V/def2-TZVPD, OMol25).

Output
- energy (eV) = -235193.097
- 2S+1 = 4
- Kohn-Sham gap (spin up / spin down) (eV) = 6.6 / 6.6
- net charge = +1
- HOMO level (spin up / spin down) (hartree) = -0.3735 / -0.3735
- ⟨S²⟩ = 3.756

Each line ends with the Mulliken charge.
Atoms and positions in Å:
Nd: -2.3712 1.2142 -0.9237  0.448
C: 0.9632 -3.1100 2.1012  -1.606
C: 2.0615 -2.3041 1.4286  -0.286
C: 1.5836 -1.2392 0.4564  0.090
Sb: 3.0592 -0.7968 -1.1080  0.697
C: 4.1982 0.6216 0.1648  0.372
C: 3.7465 1.8489 0.6488  -0.454
C: 4.6012 2.8764 0.9286  -0.725
C: 5.9930 2.7244 0.7225  -0.543
C: 6.4409 1.4451 0.3022  -0.476
C: 5.5706 0.4285 0.0044  -0.720
C: 1.4557 0.6651 -1.6778  0.144
C: 1.5920 2.0433 -1.7741  -0.471
C: 0.6063 2.7796 -2.4438  -0.607
C: -0.5882 2.1847 -2.8111  -0.616
C: -0.6682 0.7498 -2.9183  -1.096
C: 0.3254 -0.0031 -2.2462  -0.729
Sb: -0.0951 -4.8138 0.9965  0.679
C: 0.5289 -4.8404 -1.0590  0.151
C: -0.5160 -4.5779 -1.9366  -0.281
C: -0.4755 -4.9374 -3.3047  -0.730
C: 0.6694 -5.5975 -3.7669  -0.348
C: 1.7689 -5.8571 -2.9190  -0.697
C: 1.7500 -5.3971 -1.6073  -0.420
C: 1.2790 -6.3519 1.7553  0.390
C: 2.5231 -6.1575 2.2746  0.078
C: 3.5012 -7.1875 2.3303  -0.738
C: 3.2435 -8.4414 1.7488  -0.470
C: 1.9457 -8.6313 1.2187  -0.639
C: 0.9977 -7.5750 1.1712  -0.390
H: 0.0879 -2.5275 2.5282  0.381
H: 1.5684 -3.5819 2.9023  0.622
H: 2.6546 -3.0301 0.8499  0.250
H: 2.7474 -1.8238 2.1933  0.350
H: 1.4218 -0.2024 0.8031  0.423
H: 0.6308 -1.6298 0.0153  -0.496
H: 2.6891 2.0131 0.7115  0.858
H: 4.2980 3.8577 1.2597  0.390
H: 6.6713 3.5289 0.8400  0.445
H: 7.5273 1.3650 0.1580  0.335
H: 6.0156 -0.5158 -0.2820  0.358
H: 2.5144 2.5326 -1.5329  0.653
H: 0.7909 3.8411 -2.6990  0.474
H: -1.4428 2.7785 -3.1403  0.827
H: -1.3711 0.1741 -3.5336  0.606
H: 0.1526 -1.0261 -1.9555  0.671
H: -1.3863 -4.0132 -1.5483  0.313
H: -1.3170 -4.6787 -3.9544  0.420
H: 0.6860 -5.9150 -4.7970  0.391
H: 2.6706 -6.3419 -3.2921  0.373
H: 2.6077 -5.5115 -1.0009  0.562
H: 2.8014 -5.1051 2.4968  0.027
H: 4.4861 -6.9565 2.6916  0.399
H: 4.0119 -9.1768 1.7133  0.439
H: 1.7700 -9.6125 0.8180  0.389
H: 0.0969 -7.7852 0.5676  0.284
Se: -1.0340 3.0943 1.3215  -0.364
P: -2.8834 4.1514 0.8655  0.556
Se: -4.5130 2.6611 0.4011  -0.322
C: -2.7079 5.2252 -0.5219  0.271
C: -3.7981 6.1540 -0.8472  -0.486
C: -3.7815 6.8591 -2.0620  -0.665
C: -2.7647 6.6458 -2.9926  -0.489
C: -1.6052 5.9075 -2.6273  -0.490
C: -1.6058 5.1755 -1.4220  0.021
C: -3.1737 5.3451 2.1951  0.550
C: -3.8148 4.8924 3.3840  -0.384
C: -3.9632 5.7340 4.4915  -0.602
C: -3.6748 7.1096 4.3871  -0.492
C: -3.1107 7.5535 3.1784  -0.613
C: -2.8465 6.6993 2.1380  -0.354
H: -4.7035 6.1321 -0.2090  0.380
H: -4.5343 7.5971 -2.3085  0.402
H: -2.8772 7.0316 -4.0142  0.394
H: -0.7122 5.8800 -3.2938  0.323
H: -0.6603 4.5555 -1.1365  0.438
H: -4.1790 3.8369 3.4147  0.260
H: -4.3202 5.3232 5.4246  0.392
H: -3.9328 7.8446 5.1277  0.407
H: -2.8402 8.5710 3.0816  0.418
H: -2.3818 7.1412 1.2583  0.342
C: -4.6978 -3.2357 0.4708  -0.692
O: -3.6234 -2.9316 -0.5108  -0.212
C: -3.3749 -1.5868 -0.5884  0.652
S: -2.0552 -1.0495 0.3775  0.027
S: -4.1987 -0.6581 -1.7531  -0.280
H: -4.4949 -2.6975 1.4327  0.326
H: -4.5256 -4.3065 0.7209  0.243
H: -5.6842 -3.0752 0.0473  0.293

=====

Which of these has the highest energy?
C41H39FN2O3PdTe